1.
The following is a DFT calculation (wB97M-V/def2-TZVPD) of C42H34AsCl2IMoN2O2 as an isolated structure.

Values from the calculation:
* ⟨S²⟩: 2.019
* E_HOMO (spin up / spin down): -7.310 / -7.920 eV
* frontier orbital gap (spin up / spin down): 0.2414 / 0.2694 hartree
* E_tot: -5402.93521 a.u.
* energy above the lowest of the compared OMol25 structures with the same formula, charge and spin: 0.202 eV

ORCA input file:
```
! RIJCOSX wB97M-V def2-TZVPD def2/J DEFGRID3
* xyz 0 3
Mo -0.44498 -1.25561 -0.77890
I -2.75179 -0.61702 0.98119
C -3.25630 -2.63575 0.92238
C -4.30105 -3.02307 1.71054
C -4.70210 -4.37555 1.72017
C -4.04299 -5.27021 0.93643
C -2.96163 -4.87292 0.11133
C -2.31911 -5.83484 -0.70722
C -1.30183 -5.46817 -1.52905
C -0.85582 -4.12706 -1.54729
C -1.41964 -3.15324 -0.75808
C -2.52275 -3.52239 0.08543
H -4.82449 -2.30310 2.32305
H -5.52913 -4.68370 2.34338
H -4.33716 -6.31171 0.92479
H -2.66352 -6.86013 -0.66604
H -0.81643 -6.19503 -2.16505
H -0.03224 -3.88423 -2.20340
Cl -4.08877 -0.85800 -3.75898
C -2.82520 0.29485 -4.00330
C -2.94011 1.22704 -5.05899
C -1.95948 2.14536 -5.27275
Cl -2.12045 3.28262 -6.58167
C -0.80004 2.19271 -4.44809
C 0.26526 3.10935 -4.61941
C 1.33505 3.05839 -3.77641
C 1.34032 2.09617 -2.74030
N 0.36701 1.23964 -2.54430
C -0.69529 1.26706 -3.39533
C -1.72806 0.29207 -3.17465
O -1.59718 -0.52798 -2.16377
H -3.81474 1.19910 -5.69266
H 0.21848 3.83405 -5.41936
H 2.16968 3.73637 -3.88117
H 2.18306 2.05073 -2.06029
C 2.50869 -3.15267 0.67214
C 1.37951 -2.60558 1.53376
C 0.47224 -3.72523 2.03386
C 1.91200 -1.78027 2.69436
O 0.57184 -1.74667 0.74552
H 3.10600 -3.86256 1.24595
H 3.16201 -2.34939 0.33041
H 2.10986 -3.65935 -0.20732
H 1.03103 -4.37459 2.70892
H 0.09748 -4.32699 1.20460
H -0.37969 -3.31034 2.57523
H 2.51590 -2.40823 3.35077
H 1.09028 -1.35755 3.27436
H 2.53887 -0.96328 2.33271
C -0.32328 1.93250 5.40932
C -1.33764 2.08606 4.47535
C -1.05916 1.96597 3.12332
C 0.23421 1.70371 2.67762
C 1.24184 1.54484 3.62250
C 0.96478 1.66020 4.97826
As 0.52990 1.45211 0.75697
C 0.01255 3.21168 0.07666
C 0.90836 4.16624 -0.39092
C 0.44804 5.35658 -0.93798
C -0.91187 5.60644 -1.03111
C -1.81488 4.64962 -0.59142
C -1.35295 3.45881 -0.05324
C 2.46548 1.50444 0.66471
C 3.09293 0.45482 -0.00083
C 4.47782 0.41439 -0.10335
C 5.24172 1.42167 0.46407
C 4.62358 2.46936 1.13578
C 3.24201 2.51068 1.23805
H -0.53752 2.02184 6.46556
H -2.34853 2.29611 4.79743
H -1.87064 2.09069 2.41677
H 2.25326 1.31796 3.31295
H 1.76328 1.53292 5.69741
H 1.97432 3.98639 -0.34597
H 1.15988 6.08846 -1.29744
H -1.26744 6.53370 -1.45913
H -2.87920 4.82047 -0.68455
H -2.07724 2.70496 0.23893
H 2.50424 -0.33681 -0.45367
H 4.95122 -0.40469 -0.62808
H 6.32033 1.39228 0.38757
H 5.21926 3.25557 1.58083
H 2.76683 3.32644 1.77175
N 1.96161 -2.04486 -2.80806
C 1.08032 -1.77460 -2.11355
*
```

So, what does the Mulliken scheme give us? The charges, in e, come out as:
1. Mo -0.597
2. I 0.268
3. C 0.862
4. C -0.724
5. C -0.714
6. C -0.941
7. C 0.817
8. C -0.889
9. C -1.118
10. C -0.026
11. C 1.146
12. C 0.340
13. H 0.416
14. H 0.399
15. H 0.381
16. H 0.395
17. H 0.422
18. H 0.509
19. Cl -0.237
20. C 0.303
21. C -0.550
22. C 0.694
23. Cl -0.271
24. C -0.026
25. C -0.883
26. C -1.325
27. C -0.162
28. N 0.535
29. C 0.101
30. C -0.427
31. O -0.104
32. H 0.457
33. H 0.431
34. H 0.495
35. H 0.451
36. C -1.371
37. C 1.545
38. C -1.633
39. C -1.473
40. O 0.366
41. H 0.496
42. H 0.167
43. H 0.192
44. H 0.493
45. H 0.281
46. H 0.323
47. H 0.538
48. H 0.359
49. H 0.139
50. C -0.577
51. C -0.936
52. C -0.329
53. C 0.960
54. C -0.497
55. C -0.660
56. As 0.128
57. C 0.683
58. C -0.300
59. C -0.698
60. C -0.594
61. C -0.848
62. C -0.269
63. C 0.623
64. C -0.295
65. C -0.983
66. C -0.801
67. C -0.853
68. C 0.197
69. H 0.384
70. H 0.433
71. H 0.291
72. H 0.243
73. H 0.417
74. H 0.391
75. H 0.436
76. H 0.390
77. H 0.433
78. H 0.190
79. H 0.185
80. H 0.520
81. H 0.403
82. H 0.416
83. H 0.553
84. N -0.848
85. C 0.366


2.
The following is a DFT calculation (wB97M-V/def2-TZVPD) of a 2-piece molecular cluster, C2H7OS overall in a non-equilibrium geometry.

Values from the calculation:
* E_HOMO: -1.157 eV
* frontier orbital gap: 0.1866 hartree
* E_tot: -553.74353 a.u.
* energy above the lowest of the compared OMol25 structures with the same formula, charge and spin: 3.277 eV

ORCA input file:
```
! RIJCOSX wB97M-V def2-TZVPD def2/J DEFGRID3
* xyz -1 1
O 2.83174 0.14592 0.47701
H 3.17198 -0.51951 -0.27101
C 0.21426 0.27203 0.91021
S -0.76588 -1.11491 0.41636
C -1.90188 -0.11401 -0.95288
H 0.20957 0.34110 1.99172
H 0.26663 1.04004 0.12897
H 1.90265 -0.17878 0.73907
H -1.26501 0.09481 -1.83082
H -2.65704 -0.84356 -1.16530
H -2.00702 0.87688 -0.44332
*
```

So, what does the Mulliken scheme give us? The charges, in e, come out as:
1. O -0.846
2. H 0.290
3. C -1.086
4. S -0.214
5. C -0.883
6. H 0.243
7. H 0.274
8. H 0.448
9. H 0.187
10. H 0.296
11. H 0.291